No. 1
Formula: CH6NO2
Source: OMol25
Level of theory: ωB97M-V with the def2-TZVPD basis set

```
! wB97M-V def2-TZVPD RIJCOSX def2/J DEFGRID3
* xyz -1 1
O -0.569 -2.335 0.969
H 0.371 -2.619 1.256
N 0.048 1.549 0.286
C 0.401 0.696 -0.843
O -0.303 -0.462 -0.654
H -0.159 1.017 1.143
H -0.885 1.916 0.168
H 0.114 1.179 -1.799
H 1.561 0.656 -0.756
H -0.579 -1.596 0.230
*
```

Results
Orbital gap: 7.693 eV
LUMO energy: 4.74 eV
ΔE to the lowest compared entry with this formula, charge and spin: 74.0 kJ/mol

---

No. 2
Formula: CH6NO3P2
Source: OMol25
Level of theory: ωB97M-V with the def2-TZVPD basis set

```
! wB97M-V def2-TZVPD RIJCOSX def2/J DEFGRID3
* xyz -1 1
C 0.726 1.409 -0.012
N 0.138 -1.320 -0.934
O 1.070 -0.948 1.411
O 2.654 -0.404 -0.536
O -2.779 -0.058 1.344
P -2.696 0.288 -0.096
P 1.220 -0.470 -0.117
H 0.260 1.525 1.018
H 1.745 1.868 -0.226
H -0.078 1.740 -0.728
H 0.268 -1.181 -1.938
H 0.320 -1.545 1.600
H -2.849 -0.906 -0.787
*
```

Results
Orbital gap: 6.749 eV
LUMO energy: 2.64 eV
ΔE to the lowest compared entry with this formula, charge and spin: 230.1 kJ/mol

---

No. 3
Formula: CH6NO4
Source: OMol25
Level of theory: ωB97M-V with the def2-TZVPD basis set

```
! wB97M-V def2-TZVPD RIJCOSX def2/J DEFGRID3
* xyz -1 1
N -1.036 -1.137 1.570
C -0.400 -1.066 0.260
O 0.069 0.068 -0.031
O -0.396 -2.094 -0.418
H -0.695 -0.341 2.090
H -0.724 -1.979 2.041
H 1.254 -0.281 -1.344
H 1.478 -1.406 -2.272
O 1.752 -0.482 -2.172
H -0.202 2.192 -0.087
H -1.013 3.401 0.183
O -0.089 3.124 0.181
*
```

Results
Orbital gap: 8.924 eV
LUMO energy: 3.94 eV
ΔE to the lowest compared entry with this formula, charge and spin: 17.7 kJ/mol